# 1
This record from the OMol25 dataset describes a structure of composition C23H27ClN2O2PPdSi. The level of theory is ωB97M-V with the def2-TZVPD basis set.

Each line ends with the Löwdin charge.
Positions of all 58 atoms, in Å:
Pd  -0.529  -0.475  -1.584  0.63
C  3.175  -1.476  -1.278  -0.04
C  2.810  -0.064  -0.916  -0.34
C  3.731  0.839  -0.405  -0.06
C  3.308  2.143  -0.148  -0.09
C  2.002  2.516  -0.380  -0.05
C  1.104  1.552  -0.878  -0.49
N  1.553  0.306  -1.145  0.05
N  -0.232  1.702  -1.067  -0.13
Si  -0.938  2.831  -2.164  0.34
C  -2.316  2.002  -3.098  -0.19
C  -1.649  4.314  -1.250  -0.19
C  0.352  3.453  -3.375  -0.17
H  3.766  -1.483  -2.196  0.08
H  2.274  -2.059  -1.466  0.05
H  3.768  -1.943  -0.490  0.07
H  4.752  0.533  -0.221  0.10
H  4.009  2.868  0.249  0.10
H  1.646  3.515  -0.161  0.10
H  -3.050  1.565  -2.417  0.02
H  -1.936  1.189  -3.722  0.02
H  -2.828  2.722  -3.743  0.03
H  -2.416  3.987  -0.543  0.02
H  -2.109  5.025  -1.941  0.02
H  -0.875  4.841  -0.686  0.01
H  0.769  2.609  -3.931  0.03
H  1.174  3.963  -2.869  0.02
H  -0.088  4.148  -4.095  0.02
O  -4.549  -1.761  -0.676  -0.01
C  -3.409  -1.306  -0.684  -0.75
O  -2.699  -1.012  -1.705  -0.19
C  -2.776  -1.012  0.708  -0.24
P  -0.968  -1.080  0.634  0.99
C  -0.445  -0.232  2.171  -0.33
C  -0.226  -0.923  3.364  -0.09
C  0.112  -0.241  4.522  -0.09
C  0.237  1.142  4.504  -0.10
C  0.020  1.836  3.323  -0.08
C  -0.316  1.156  2.160  -0.09
C  -0.491  -2.810  0.879  -0.35
C  0.830  -3.130  1.194  -0.11
C  1.237  -4.453  1.244  -0.09
C  0.333  -5.471  0.965  -0.10
C  -0.977  -5.158  0.636  -0.08
C  -1.390  -3.833  0.590  -0.06
H  -3.203  -1.674  1.462  0.09
H  -3.033  0.015  0.977  0.09
H  -0.325  -2.002  3.387  0.10
H  0.275  -0.789  5.442  0.10
H  0.507  1.675  5.408  0.10
H  0.123  2.914  3.299  0.10
H  -0.468  1.691  1.227  0.08
H  1.542  -2.337  1.397  0.11
H  2.265  -4.688  1.490  0.10
H  0.654  -6.505  0.995  0.10
H  -1.682  -5.945  0.402  0.10
H  -2.411  -3.600  0.312  0.11
Cl  0.004  -1.594  -3.705  -0.36

net charge: -1
HOMO level (alpha / beta): -0.1635 / -0.1862 hartree
maximum force: 0.41 eV Å⁻¹
multiplicity: 3
expectation value of S²: 2.008
electronic energy: -2371.73953 hartree
energy above the lowest of the compared OMol25 structures with the same formula, charge and spin: 0.000 eV


# 2
This record from the OMol25 dataset describes a structure of composition C23H27InN5O5S2Sb at a distorted geometry. The level of theory is ωB97M-V with the def2-TZVPD basis set.

Each line ends with the Löwdin charge.
Positions of all 64 atoms, in Å:
In  -0.433  -0.558  -0.852  0.58
C  -1.277  4.920  -0.498  -0.38
S  -1.331  3.896  -2.000  0.87
C  -1.493  2.302  -1.362  -1.16
S  -1.623  1.058  -2.513  0.61
N  -1.609  2.163  -0.065  -0.05
N  -1.639  0.938  0.380  -0.10
C  -2.084  0.573  1.525  -0.03
C  -2.259  -0.847  1.750  -0.26
C  -2.538  -1.388  3.010  0.00
C  -2.838  -2.733  3.111  -0.05
C  -2.829  -3.510  1.960  -0.04
C  -2.479  -2.905  0.762  -0.12
N  -2.236  -1.615  0.655  0.07
H  -1.205  5.950  -0.835  0.03
H  -0.407  4.643  0.091  0.04
H  -2.191  4.763  0.066  0.03
H  -2.442  1.283  2.269  0.14
H  -2.495  -0.767  3.891  0.12
H  -3.092  -3.167  4.067  0.11
H  -3.080  -4.558  1.996  0.11
H  -2.405  -3.471  -0.159  0.11
O  3.400  -0.579  2.229  0.07
C  2.909  -1.721  2.753  -0.26
C  3.635  -2.407  3.729  -0.01
C  3.129  -3.563  4.292  -0.08
C  1.893  -4.063  3.907  -0.09
C  1.192  -3.422  2.908  -0.02
C  1.693  -2.266  2.320  -0.06
C  0.942  -1.644  1.201  -0.59
O  0.978  -0.393  1.064  -0.02
O  0.293  -2.379  0.436  -0.03
H  2.686  -0.185  1.687  0.09
H  4.592  -2.011  4.037  0.12
H  3.697  -4.091  5.042  0.10
H  1.487  -4.943  4.379  0.10
H  0.232  -3.788  2.572  0.11
C  -2.892  -2.546  -3.684  -0.31
Sb  -0.858  -2.600  -2.915  1.36
C  -0.536  -4.722  -3.151  -0.27
C  -0.037  -1.871  -4.763  -0.27
H  -2.904  -2.966  -4.684  0.00
H  -3.213  -1.509  -3.716  -0.01
H  -3.571  -3.111  -3.054  -0.01
H  -0.521  -4.957  -4.209  0.01
H  -1.340  -5.263  -2.663  0.00
H  0.414  -4.967  -2.696  0.00
H  -0.231  -2.596  -5.546  0.01
H  1.031  -1.720  -4.658  0.00
H  -0.524  -0.930  -5.006  0.00
C  3.787  2.326  -1.058  -0.01
N  3.335  1.013  -1.453  -0.05
C  4.218  0.032  -1.776  -0.05
C  3.820  -1.207  -2.114  0.03
C  2.400  -1.515  -2.141  -0.51
O  1.942  -2.602  -2.498  -0.06
N  1.582  -0.495  -1.770  0.10
C  1.988  0.720  -1.394  -0.54
O  1.175  1.562  -1.017  -0.01
H  4.328  2.270  -0.111  0.10
H  2.905  2.952  -0.928  0.09
H  4.439  2.753  -1.823  0.10
H  5.261  0.313  -1.728  0.13
H  4.528  -1.979  -2.364  0.11

HOMO level: -0.3022 hartree
maximum force: 2.05 eV Å⁻¹
electronic energy: -2769.46782 hartree
energy above the lowest of the compared OMol25 structures with the same formula, charge and spin: 0.442 eV


# 3
This record from the OMol25 dataset describes an isolated molecule of C23H27N3O2. The level of theory is ωB97M-V with the def2-TZVPD basis set.

Each line ends with the Löwdin charge.
Positions of all 55 atoms, in Å:
C  3.362  3.136  0.236  -0.03
C  2.556  1.971  0.806  -0.27
C  1.064  2.120  0.591  -0.20
C  0.541  2.382  -0.671  -0.03
C  -0.829  2.455  -0.857  -0.07
C  -1.694  2.259  0.207  -0.08
C  -1.181  1.993  1.464  -0.07
C  0.189  1.928  1.654  -0.05
N  3.005  0.687  0.271  -0.01
C  3.055  -0.451  1.160  -0.08
C  3.306  -1.676  0.262  -0.16
C  2.151  -2.680  0.276  -0.42
O  2.356  -3.801  0.711  0.06
N  0.920  -2.319  -0.152  -0.02
C  0.503  -1.028  -0.657  -0.10
C  -0.832  -1.150  -1.391  -0.12
N  -1.870  -1.600  -0.491  -0.08
C  -3.036  -0.879  -0.329  -0.24
C  -3.580  -0.163  -1.402  -0.04
C  -4.754  0.548  -1.258  -0.10
C  -5.430  0.560  -0.049  -0.11
C  -4.917  -0.166  1.011  -0.09
C  -3.740  -0.877  0.880  -0.04
C  -1.404  -2.488  0.553  -0.14
C  -0.177  -3.249  0.066  -0.11
C  3.675  -1.074  -1.097  -0.03
C  3.273  0.396  -1.018  -0.48
O  3.220  1.155  -1.962  0.06
H  4.410  3.027  0.505  0.09
H  2.985  4.069  0.646  0.09
H  3.288  3.165  -0.846  0.07
H  2.744  1.922  1.886  0.14
H  1.207  2.512  -1.509  0.11
H  -1.224  2.666  -1.840  0.11
H  -2.762  2.306  0.058  0.10
H  -1.850  1.835  2.297  0.11
H  0.583  1.725  2.641  0.11
H  3.868  -0.323  1.885  0.13
H  2.119  -0.541  1.723  0.13
H  4.145  -2.256  0.656  0.14
H  0.372  -0.313  0.164  0.12
H  1.237  -0.623  -1.351  0.12
H  -0.728  -1.839  -2.239  0.13
H  -1.084  -0.162  -1.779  0.10
H  -3.093  -0.178  -2.365  0.11
H  -5.149  1.094  -2.103  0.10
H  -6.348  1.118  0.060  0.10
H  -5.436  -0.176  1.959  0.10
H  -3.368  -1.425  1.730  0.10
H  -2.198  -3.202  0.793  0.13
H  -1.140  -1.942  1.473  0.13
H  0.151  -3.978  0.810  0.13
H  -0.410  -3.787  -0.859  0.14
H  4.752  -1.116  -1.267  0.13
H  3.197  -1.568  -1.942  0.13

HOMO level: -0.2865 hartree
maximum force: 0.49 eV Å⁻¹
electronic energy: -1207.42823 hartree
energy above the lowest of the compared OMol25 structures with the same formula, charge and spin: 1.151 eV


# 4
This record from the OMol25 dataset describes an isolated molecule of C23H27N3O3S. The level of theory is ωB97M-V with the def2-TZVPD basis set.

Each line ends with the Löwdin charge.
Positions of all 57 atoms, in Å:
C  -2.716  -3.465  1.067  -0.09
O  -3.792  -2.935  0.337  -0.11
C  -4.049  -1.588  0.431  -0.19
C  -3.395  -0.752  1.325  -0.01
C  -3.698  0.596  1.407  -0.06
C  -4.666  1.150  0.589  -0.25
C  -4.912  2.631  0.568  -0.13
C  -4.030  3.269  -0.521  -0.17
N  -2.630  3.030  -0.278  0.07
C  -1.953  2.024  -0.888  -0.46
O  -2.408  1.399  -1.827  0.07
C  -0.571  1.793  -0.376  -0.14
C  -0.206  1.988  0.959  -0.04
C  1.080  1.750  1.396  -0.01
C  2.040  1.316  0.487  -0.31
N  3.346  1.059  0.768  0.11
C  4.002  0.673  -0.272  -0.56
N  5.316  0.428  -0.289  -0.12
C  5.982  -0.212  -1.397  -0.18
C  6.196  -1.698  -1.101  -0.17
C  6.981  -1.855  0.200  -0.21
C  6.261  -1.132  1.336  -0.17
C  6.039  0.334  0.964  -0.15
S  3.037  0.557  -1.778  1.08
C  1.659  1.105  -0.858  -0.46
C  0.372  1.328  -1.289  -0.02
C  -5.323  0.320  -0.304  0.05
C  -5.039  -1.036  -0.404  -0.19
O  -5.805  -1.709  -1.311  -0.07
C  -5.343  -2.913  -1.881  -0.08
H  -2.653  -4.512  0.774  0.09
H  -2.890  -3.405  2.147  0.09
H  -1.774  -2.963  0.821  0.10
H  -2.633  -1.149  1.977  0.10
H  -3.170  1.208  2.124  0.11
H  -4.668  3.072  1.537  0.11
H  -5.957  2.845  0.340  0.11
H  -4.259  2.814  -1.487  0.12
H  -4.208  4.347  -0.572  0.12
H  -2.219  3.477  0.525  0.13
H  -0.944  2.304  1.682  0.10
H  1.360  1.894  2.427  0.11
H  5.391  -0.078  -2.304  0.08
H  6.952  0.279  -1.537  0.13
H  6.731  -2.163  -1.930  0.11
H  5.224  -2.186  -1.006  0.12
H  7.095  -2.913  0.442  0.11
H  7.980  -1.430  0.074  0.11
H  6.843  -1.191  2.256  0.11
H  5.291  -1.601  1.515  0.12
H  5.457  0.850  1.727  0.11
H  7.002  0.839  0.836  0.13
H  0.076  1.157  -2.312  0.12
H  -6.077  0.714  -0.967  0.13
H  -4.318  -2.815  -2.244  0.10
H  -6.009  -3.104  -2.724  0.09
H  -5.399  -3.745  -1.176  0.09

HOMO level: -0.2860 hartree
maximum force: 0.95 eV Å⁻¹
electronic energy: -1680.84079 hartree
energy above the lowest of the compared OMol25 structures with the same formula, charge and spin: 1.227 eV